13
Properties=species:S:1:pos:R:3 method="wB97M-V/def2-TZVPD" relative_energy_kcal_mol=53.5 total_charge=0
C 2.991 0.464 0.541
C 1.560 0.446 0.009
C 1.093 1.726 -0.370
O 1.794 2.725 -0.239
C 0.873 -0.673 -0.125
Cl 1.371 -2.268 0.067
H 2.998 0.961 1.482
H 3.817 0.902 -0.031
H 3.429 -0.553 0.703
H 0.140 1.812 -0.813
H -0.120 -0.625 -0.466
Cl -2.127 -0.264 -0.869
Cl -2.992 0.410 0.844

=====

12
Properties=species:S:1:pos:R:3 method="wB97M-V/def2-TZVPD" relative_energy_kcal_mol=67.1 total_charge=0
F -0.968 0.805 -1.282
C -0.097 -0.276 -1.550
C -0.098 -1.092 -0.285
C -0.023 -0.578 1.032
C 0.175 0.983 1.120
F 0.808 1.595 0.134
Cl -1.290 1.617 1.757
H -0.626 -0.901 -2.435
H 0.914 -0.042 -1.994
H 0.205 -2.207 -0.410
H -0.147 -0.940 2.209
H 1.147 1.035 1.704

=====

12
Properties=species:S:1:pos:R:3 method="wB97M-V/def2-TZVPD" relative_energy_kcal_mol=0.0 multiplicity=3 total_charge=0
C 2.293 -0.529 -0.965
C 1.609 -0.110 0.096
C -0.051 -0.312 0.249
C -2.165 0.663 0.507
N -0.747 0.681 0.503
F 2.077 0.502 1.163
Cl -0.503 -1.949 -0.139
H 3.236 -0.057 -1.140
H 1.798 -0.821 -1.840
H -2.532 -0.158 1.207
H -2.449 0.373 -0.439
H -2.566 1.718 0.798

=====

12
Properties=species:S:1:pos:R:3 method="wB97M-V/def2-TZVPD" relative_energy_kcal_mol=21.1 smiles=Cn1nccc1Cl total_charge=0
C -0.425 1.774 -0.016
N 0.032 0.418 0.008
N 1.347 0.146 -0.026
C 1.409 -1.175 -0.015
C 0.145 -1.792 -0.022
C -0.696 -0.711 0.013
Cl -2.406 -0.637 -0.018
H -0.720 2.072 1.015
H 0.369 2.463 -0.364
H -1.336 1.954 -0.621
H 2.399 -1.663 -0.006
H -0.120 -2.850 0.054

=====

11
Properties=species:S:1:pos:R:3 method="wB97M-V/def2-TZVPD" relative_energy_kcal_mol=30.5 total_charge=0
C 0.461 0.749 -2.057
C 0.694 0.069 0.312
C -0.685 0.362 0.046
C 0.147 -0.248 -1.086
O 0.781 1.861 -2.190
Cl -0.260 -0.278 -4.017
H 1.301 0.891 0.342
H 1.097 -0.679 1.044
H -1.451 -0.350 0.200
H -0.919 1.323 0.211
H -0.074 -1.263 -1.343

=====

11
Properties=species:S:1:pos:R:3 method="wB97M-V/def2-TZVPD" relative_energy_kcal_mol=57.5 total_charge=0
C -1.220 -0.400 0.417
C -2.082 0.440 -0.192
C 0.077 -0.247 1.017
C 1.338 -0.340 0.316
O -1.054 -1.667 0.651
Cl 0.273 -0.020 2.705
H -2.886 0.075 -0.602
H -1.823 1.489 -0.405
H 1.673 0.622 0.547
H 1.267 -0.444 -0.791
H 1.943 -1.191 0.618

=====

12
Properties=species:S:1:pos:R:3 method="wB97M-V/def2-TZVPD" relative_energy_kcal_mol=165.0 smiles="C=[S@](=O)(Cl)C1=CC1" total_charge=0
C -2.300 -1.731 -0.708
S -1.706 -0.432 0.159
O -1.945 -0.687 1.557
Cl -3.034 1.193 -0.524
C 0.163 0.687 0.269
C 1.470 0.540 0.132
C 1.013 1.417 1.259
H -2.509 -2.608 -0.251
H -1.885 -1.789 -1.677
H 2.305 0.022 -0.192
H 1.018 0.954 2.329
H 1.077 2.484 1.220

=====

11
Properties=species:S:1:pos:R:3 method="wB97M-V/def2-TZVPD" relative_energy_kcal_mol=84.4 total_charge=0
C 0.672 -0.585 0.962
C 1.708 0.308 0.925
C -0.638 -0.444 0.172
C -0.789 0.686 -0.810
S -0.033 -2.004 -0.423
Cl 2.583 0.719 -0.415
H 0.512 -1.045 1.929
H -1.505 -0.530 0.827
H -1.619 0.469 -1.478
H 0.109 0.814 -1.409
H -1.001 1.613 -0.279

=====

12
Properties=species:S:1:pos:R:3 method="wB97M-V/def2-TZVPD" relative_energy_kcal_mol=19.7 smiles="C/C(=C/Cl)SC=S" total_charge=0
C -1.296 -0.819 -0.152
C 0.181 -0.517 0.129
C 1.143 -1.235 -0.498
Cl 2.842 -1.161 -0.267
S 0.591 0.694 1.401
C 0.253 2.191 0.702
S -0.033 2.487 -0.907
H -1.370 -1.856 -0.492
H -1.937 -0.742 0.750
H -1.536 -0.043 -0.930
H 0.892 -1.964 -1.264
H 0.270 2.965 1.528

=====

12
Properties=species:S:1:pos:R:3 method="wB97M-V/def2-TZVPD" relative_energy_kcal_mol=31.0 smiles="S[C@@]1(Cl)CC=CS1" total_charge=0
S 0.721 -2.596 -0.104
C 0.827 -0.809 -0.024
Cl 2.426 -0.199 -0.288
C -0.292 0.047 -0.704
C -0.670 1.337 -0.011
C -0.324 1.302 1.328
S 0.526 -0.047 1.971
H -0.291 -2.542 -0.959
H -1.155 -0.744 -0.760
H 0.064 0.102 -1.761
H -1.197 1.997 -0.628
H -0.633 2.152 1.940